Below is a structure of composition C29H38NNiO3P2Si, with properties calculated with ωB97M-V/def2-TZVPD.

Last column: Mulliken charge in e.
Positions of all 75 atoms, in Å:
Ni (-0.805278, -0.204374, -0.803363)  0.4413
P (-0.922343, -2.410229, -0.065379)  1.3979
C (-2.668072, -2.693056, -0.442520)  -1.8313
C (-3.566183, -1.531204, -0.454309)  1.2962
N (-2.981165, -0.326193, -0.654099)  0.4014
C (-3.755495, 0.783262, -0.750322)  0.5569
C (-5.144199, 0.729022, -0.609679)  -0.9155
C (-5.743725, -0.513958, -0.380577)  -0.4193
C (-4.948121, -1.662706, -0.305471)  -1.0973
C (-3.016987, 2.096263, -0.994659)  -1.4032
P (-1.331334, 1.808021, -1.817329)  1.0449
H (-5.397921, -2.630767, -0.144062)  0.4978
H (-5.743121, 1.625488, -0.677395)  0.5263
H (-6.815892, -0.587523, -0.270470)  0.4487
H (-3.614690, 2.772849, -1.605611)  0.5697
H (-2.852486, 2.578888, -0.031025)  0.4758
H (-3.396213, -3.583582, -2.953962)  0.3435
H (-3.075318, -3.664708, -0.205069)  0.5785
H (-1.364586, -2.028619, -4.923729)  0.3291
O (-3.302029, -3.575738, -3.972283)  -0.6146
H (-3.671865, -4.434515, -4.333541)  0.3113
H (0.274651, -0.527220, -1.818396)  -0.0854
O (-0.581398, -1.382456, -5.132391)  -0.6677
H (-0.776592, -0.523761, -4.656921)  0.2652
C (-1.819848, 1.847666, -3.636441)  -1.5013
H (-2.344049, 2.774035, -3.871335)  0.4231
H (-0.932935, 1.782647, -4.267710)  0.3932
H (-2.478418, 1.010261, -3.869516)  0.4848
C (-0.480162, 3.466004, -1.561478)  -1.3041
H (0.454665, 3.497085, -2.121269)  0.3831
H (-1.118582, 4.281499, -1.901143)  0.4807
H (-0.257632, 3.611015, -0.503818)  0.3468
C (-0.735025, -2.758628, 1.721174)  -1.0469
H (-1.043730, -3.776969, 1.953971)  0.5286
H (0.304364, -2.635609, 2.024227)  0.1403
H (-1.341454, -2.070837, 2.309830)  0.2868
C (0.042477, -3.657749, -0.993851)  -1.2629
H (1.093448, -3.607319, -0.710441)  0.3269
H (-0.318215, -4.664350, -0.785400)  0.4576
H (-0.019912, -3.481762, -2.067363)  0.3688
O (-0.210558, 0.014746, 0.738853)  -0.2845
Si (1.291510, 0.378324, 1.324907)  -0.1220
C (2.186989, -0.891114, 2.395508)  0.6928
C (2.564696, -0.596298, 3.715812)  -0.8696
C (3.294507, -1.525519, 4.467832)  -0.6094
C (3.659746, -2.753967, 3.910433)  -0.7295
C (3.301476, -3.055083, 2.598084)  -0.8100
C (2.578708, -2.128208, 1.844574)  -0.5483
C (2.537264, 0.549584, -0.114518)  0.3678
C (2.180540, 1.331853, -1.200615)  0.2268
C (3.015514, 1.505161, -2.305834)  -0.6304
C (4.259926, 0.881501, -2.333513)  -0.7753
C (4.659881, 0.097324, -1.251672)  -0.7465
C (3.811251, -0.067214, -0.148673)  -0.6315
C (1.186741, 1.995903, 2.228991)  0.3341
C (1.917927, 3.112400, 1.789348)  -0.1970
C (1.858981, 4.314521, 2.497334)  -0.7780
C (1.073016, 4.410528, 3.648775)  -0.5538
C (0.341171, 3.304062, 4.089803)  -0.6683
C (0.394851, 2.099794, 3.380555)  -0.2411
H (2.315376, 0.351870, 4.167118)  0.4031
H (3.587822, -1.288920, 5.481841)  0.4160
H (4.229901, -3.467906, 4.491113)  0.3987
H (3.592927, -4.000313, 2.157233)  0.4432
H (2.329012, -2.370090, 0.820583)  0.8282
H (1.241291, 1.789233, -1.168933)  0.3782
H (2.694815, 2.119272, -3.137798)  0.4103
H (4.912991, 1.008885, -3.187501)  0.3914
H (5.630010, -0.382506, -1.266358)  0.4261
H (4.182919, -0.666697, 0.661375)  0.4430
H (2.542544, 3.062371, 0.909080)  0.4154
H (2.426845, 5.171128, 2.157439)  0.4258
H (1.034821, 5.340895, 4.200122)  0.3963
H (-0.262062, 3.377940, 4.984546)  0.4208
H (-0.167980, 1.246368, 3.737280)  0.4208

Forces on the atoms, in the same order (eV/Å):
-1.81 -2.09 -4.94
0.34 0.64 -1.49
-0.47 0.97 0.93
0.96 -1.20 -0.21
-0.87 1.01 -0.21
0.92 -0.37 -0.03
0.04 -0.72 0.06
0.68 -0.06 -0.03
-0.53 0.74 -0.12
0.38 -0.66 -0.21
-0.74 1.10 -0.45
0.04 -0.06 0.00
0.04 0.04 -0.03
-0.04 -0.01 0.01
-0.03 0.01 0.01
0.16 0.06 0.07
0.08 -0.33 -2.64
-0.31 -0.20 -0.23
2.03 1.97 -0.46
-0.59 -1.05 1.68
0.62 1.49 0.96
-0.81 0.08 0.58
-2.24 -0.38 1.31
0.12 -1.72 -0.77
0.34 -0.12 0.84
0.04 0.04 0.11
0.04 0.00 0.08
0.02 -0.05 0.10
-0.39 -0.78 -0.10
-0.07 -0.06 -0.01
-0.13 -0.11 -0.06
0.02 -0.13 0.03
-0.16 0.08 -0.16
-0.06 -0.12 -0.20
-0.07 0.05 -0.14
0.00 0.10 -0.18
-0.27 -0.21 0.25
-0.03 0.11 0.09
0.00 -0.09 0.07
-0.13 0.19 0.07
3.04 1.54 5.62
0.53 -0.03 -0.69
-0.38 -0.14 0.22
0.27 -0.81 -0.17
-0.04 -0.16 -0.45
-0.20 0.41 -0.01
-0.18 0.34 -0.11
0.15 0.06 0.88
0.44 -0.58 0.47
1.42 -0.47 -0.52
0.00 -0.14 0.29
-0.19 -0.04 0.21
-0.54 0.22 0.13
-0.12 0.59 -0.77
0.13 0.12 -0.04
-0.38 0.24 0.65
-0.29 -0.25 0.21
0.02 -0.39 -0.27
0.19 -0.09 -0.34
0.26 0.83 0.00
-0.09 0.11 -0.03
-0.01 0.01 0.02
-0.02 0.03 0.01
0.02 0.00 0.01
-0.01 0.03 -0.16
-1.08 0.69 -0.09
0.03 0.03 -0.05
-0.01 -0.01 0.02
-0.01 -0.01 0.04
-0.10 -0.09 0.29
0.05 -0.14 -0.06
0.01 0.01 0.01
-0.01 -0.01 0.01
-0.02 0.02 0.03
-0.05 -0.05 0.01

## Properties
Spin multiplicity = 3
Net charge = +1
ΔE to the lowest compared entry with this formula, charge and spin = 64.1 kcal per mole
⟨S²⟩ = 2.067
Orbital gap (alpha / beta) = 7.2 / 6.1 eV
E_HOMO (alpha / beta) = -10.989 / -11.081 eV